Entry 1:
# C30H25FGeMoN13O6

A molecular structure, C30H25FGeMoN13O6 at a distorted geometry (ωB97M-V with the def2-TZVPD basis set, the Open Molecules 2025 dataset).

```
77
Properties=species:S:1:pos:R:3:mulliken_charge:R:1
Mo 11.645 11.142 13.881 -0.874
Ge 11.904 8.510 12.836 1.649
F 10.417 11.482 7.839 -0.371
O 10.003 10.154 14.352 -0.509
O 9.647 13.612 11.664 -0.508
O 12.059 13.107 13.366 -0.423
O 11.181 13.312 5.971 -0.576
O 13.034 15.805 9.338 -0.569
O 12.261 11.632 11.849 -0.040
N 12.206 13.740 9.840 0.178
N 14.642 10.575 13.182 -0.033
N 12.301 11.693 17.852 -0.463
N 13.641 10.526 14.160 0.818
N 11.992 14.647 7.672 -0.013
N 15.715 10.331 13.731 -0.639
N 15.605 10.126 15.083 -0.588
N 9.767 11.877 13.143 0.803
N 7.755 13.055 12.824 0.196
N 11.069 12.557 16.281 -0.323
N 11.992 11.703 15.686 0.673
N 13.682 10.274 16.537 -0.022
N 11.226 12.527 17.521 -0.530
C 12.626 13.992 11.237 -1.047
C 10.288 8.419 11.725 0.775
C 11.708 7.716 14.643 -1.467
C 14.320 10.321 15.301 0.050
C 11.413 13.502 7.143 -0.078
C 8.450 6.918 11.224 -0.798
C 16.299 7.782 11.232 -0.703
C 14.592 7.495 12.876 -0.469
C 12.681 11.184 16.731 0.353
C 12.451 14.839 8.959 0.244
C 11.134 12.539 8.210 0.054
C 7.814 11.122 14.250 -1.170
C 7.146 12.176 13.679 0.157
C 15.782 8.579 9.014 -0.789
C 14.007 8.381 10.686 0.398
C 15.922 7.354 12.524 -0.896
C 13.132 8.977 9.813 0.711
C 15.366 8.229 10.289 1.036
C 13.491 9.251 8.497 -1.355
C 9.884 9.271 10.736 1.174
C 9.494 7.301 12.006 -0.816
C 12.281 12.842 12.148 1.249
C 9.115 12.941 12.503 -0.250
C 8.067 7.785 10.198 -0.624
C 9.119 11.045 13.909 0.861
C 11.473 12.677 9.464 0.980
C 7.078 14.251 12.354 -0.869
C 8.758 8.948 9.979 -1.223
C 13.660 8.066 12.022 0.055
C 14.821 9.033 8.113 -0.563
H 16.831 8.458 8.693 0.447
H 13.721 14.016 11.225 0.491
H 10.458 10.182 10.500 -0.059
H 6.115 12.499 13.942 0.387
H 12.830 9.701 7.763 0.558
H 14.241 10.032 17.334 0.311
H 7.254 7.513 9.523 0.430
H 7.917 5.997 11.400 0.491
H 11.221 11.954 10.184 -0.144
H 10.737 7.959 14.996 0.464
H 7.721 15.161 12.516 0.299
H 8.504 9.554 9.133 0.590
H 15.120 9.198 7.101 0.483
H 6.955 14.134 11.269 0.319
H 11.778 6.595 14.626 0.483
H 12.471 8.081 15.316 0.543
H 16.617 6.889 13.192 0.511
H 12.122 15.339 6.970 0.227
H 12.162 9.274 10.176 -0.117
H 17.362 7.697 10.971 0.453
H 7.355 10.550 15.038 0.556
H 9.811 6.620 12.835 0.259
H 14.248 7.125 13.859 0.360
H 6.060 14.422 12.804 0.358
H 12.227 14.925 11.578 0.480
```

## Properties
- LUMO level (spin up / spin down) (eV) = -8.641 / -9.575
- molar mass (g mol⁻¹) = 851.16
- multiplicity = 2
- gap between HOMO and LUMO (spin up / spin down) (eV) = 4.85 / 3.91
- HOMO energy (spin up / spin down) (eV) = -13.49 / -13.49
- total charge = +2

=====

Entry 2:
# C2H5NP2

2 unconnected molecules or ions with the total composition C2H5NP2 at a distorted geometry (ωB97M-V with the def2-TZVPD basis set, the Open Molecules 2025 dataset).

```
10
Properties=species:S:1:pos:R:3:mulliken_charge:R:1
P 0.451 0.169 0.591 0.329
P -1.596 0.847 -1.621 0.269
N -2.102 1.474 -0.385 -0.360
C 0.850 0.323 -1.023 -0.986
C -0.228 -1.210 1.273 -0.692
H 0.241 1.474 1.054 0.145
H 1.578 1.045 -1.277 0.378
H 0.284 -1.970 0.634 0.196
H -0.427 -1.477 2.230 0.384
H 0.949 -0.675 -1.475 0.337
```

## Properties
- LUMO level (spin up / spin down) (eV) = -0.515 / -0.515
- molar mass (g mol⁻¹) = 105.02
- SMILES string = C=[PH]=C.N#P
- gap between HOMO and LUMO (spin up / spin down) (eV) = 7.62 / 7.62
- HOMO energy (spin up / spin down) (eV) = -8.13 / -8.13
- total charge = 0
- relative energy (zero: lowest compared OMol25 entry of this formula, charge and spin) (eV) = 3.649

=====

Entry 3:
# C23H30BrO5Os

A molecular structure, C23H30BrO5Os at a distorted geometry (ωB97M-V with the def2-TZVPD basis set, the Open Molecules 2025 dataset).

```
60
Properties=species:S:1:pos:R:3:mulliken_charge:R:1
Os -0.962 1.407 2.979 1.488
Br -1.097 -1.169 3.438 -0.659
O -1.559 -1.236 -3.303 -0.642
O 2.739 -1.335 -3.965 -0.674
O -0.064 1.721 1.189 -0.782
O 1.870 0.714 -4.140 -0.255
O 0.037 -1.443 -4.889 -0.260
C -1.169 2.614 4.728 -0.749
C 1.888 -0.521 -3.633 -0.291
C -3.047 0.391 1.104 0.013
C 1.274 0.206 -0.527 0.527
C -0.528 1.416 5.119 -0.424
C -0.382 -1.193 -3.637 -0.527
C 0.818 2.478 3.570 -0.723
C -1.028 -1.787 -5.779 -0.736
C 1.489 -1.387 -0.335 0.561
C -2.607 1.729 0.948 -0.660
C 2.868 0.882 -5.153 -0.803
C -3.146 1.411 3.186 -0.116
C -0.477 -2.722 0.523 -1.035
C -2.699 2.403 2.224 -0.729
C 0.328 0.333 -1.714 -1.494
C -3.397 0.186 2.463 -1.326
C 0.702 1.316 4.391 -0.290
C 0.916 -2.261 0.683 0.389
C 0.736 -0.825 -2.665 3.569
C 1.652 -2.510 1.928 -1.157
C 1.159 -1.984 -1.758 -1.871
C 1.182 1.240 0.666 -1.128
C -0.351 3.271 3.754 -0.532
H -1.721 -0.945 -5.893 0.315
H 2.162 -3.492 1.911 0.266
H 2.058 -2.455 -2.165 0.428
H -3.865 -0.699 2.883 0.418
H 1.706 2.187 0.347 0.313
H -3.511 1.621 4.186 0.481
H -2.349 2.211 0.003 0.312
H -1.588 -2.650 -5.397 0.285
H 2.268 0.467 -0.945 0.231
H -1.024 -2.103 -0.202 0.030
H 1.832 0.868 1.497 0.222
H -0.718 0.155 -1.411 0.196
H -2.642 3.474 2.390 0.641
H 0.378 -2.755 -1.719 0.298
H 3.864 0.719 -4.731 0.307
H -1.034 -2.645 1.470 0.286
H 0.395 1.304 -2.234 0.490
H -0.521 -3.773 0.192 0.234
H 2.586 -1.437 -0.200 0.342
H -3.159 -0.340 0.302 0.519
H 2.403 -1.730 2.116 0.338
H -0.569 4.217 3.269 0.447
H -2.117 2.972 5.108 0.592
H 1.420 0.514 4.462 0.393
H 1.650 2.712 2.919 0.561
H 0.959 -2.497 2.780 0.185
H 2.699 0.158 -5.957 0.310
H -0.544 -2.019 -6.725 0.243
H -0.899 0.709 5.846 0.383
H 2.736 1.905 -5.497 0.252
```

## Properties
- LUMO level (spin up / spin down) (eV) = 2.481 / 2.440
- molar mass (g mol⁻¹) = 656.62
- multiplicity = 5
- gap between HOMO and LUMO (spin up / spin down) (eV) = 3.60 / 5.76
- HOMO energy (spin up / spin down) (eV) = -1.12 / -3.32
- total charge = -1
- relative energy (zero: lowest compared OMol25 entry of this formula, charge and spin) (eV) = 0.000

=====

Entry 4:
# C8H14N2O6

A single C8H14N2O6 molecule at a distorted geometry (ωB97M-V with the def2-TZVPD basis set, the Open Molecules 2025 dataset).

```
30
Properties=species:S:1:pos:R:3:mulliken_charge:R:1
O 1.646 -2.782 1.132 -0.582
O -0.538 -1.680 -1.396 -0.499
O -0.278 1.153 -3.035 -0.598
O 2.439 -1.538 -0.610 -0.456
O -1.522 -0.190 1.683 -0.667
O -2.632 -0.927 -1.989 -0.475
N -0.054 0.545 0.052 0.225
N 0.451 -1.189 3.276 -0.706
C -0.358 0.007 1.355 0.277
C 2.091 -1.761 0.711 0.700
C 0.799 -0.212 2.227 0.406
C -1.203 1.449 -2.020 0.337
C -1.156 0.498 -0.803 -0.623
C -0.938 2.787 -1.401 -1.233
C 2.165 -0.561 1.585 -1.199
C -1.428 -0.862 -1.333 0.106
H -2.775 -1.836 -2.325 0.375
H -1.977 0.907 -0.152 0.445
H 2.780 0.329 1.423 0.433
H 0.860 0.550 -0.327 0.391
H -1.533 2.852 -0.410 0.298
H 0.145 2.845 -1.100 0.277
H 2.451 -1.012 2.639 0.387
H -1.068 3.595 -2.118 0.387
H -0.510 -1.297 3.443 0.283
H 0.882 -2.113 3.066 0.258
H -2.207 1.522 -2.443 0.448
H 0.920 0.750 2.798 0.227
H 0.410 0.483 -2.796 0.390
H 2.139 -2.314 -1.132 0.387
```

## Properties
- LUMO level (eV) = 0.476
- molar mass (g mol⁻¹) = 234.21
- SMILES string = C[C@@H](O)[C@H](NC(=O)[C@@H](N)CC(=O)O)C(=O)O
- gap between HOMO and LUMO (eV) = 9.87
- HOMO energy (eV) = -9.39
- total charge = 0
- relative energy (zero: lowest compared OMol25 entry of this formula, charge and spin) (eV) = 1.954